w) DFT (ωB97M-V/def2-TZVPD) results for one molecule with the formula C6H6.

SMILES: C=C=C=C=CC
Frontier orbital gap (Ha): 0.3165
2S+1: 1

CARTESIAN COORDINATES (ANGSTROEM)
C 2.3028 -0.5831 0.6740
C 1.3458 0.5199 -1.3754
C 0.0710 0.3012 -1.2949
C -1.8398 0.5637 0.2831
C -1.0310 -0.1749 -0.7566
C 2.1212 0.0608 -0.4457
H -1.3098 -1.2005 -1.0032
H -1.2976 1.4385 0.6611
H -2.7939 0.9076 -0.1281
H 1.3028 -0.8875 1.0240
H -2.0581 -0.0962 1.1346
H 3.1866 -0.8496 1.2271


x) DFT (ωB97M-V/def2-TZVPD) results for one molecule with the formula C6H6.

SMILES: C=C1C2=C[C@@]12C
Frontier orbital gap (Ha): 0.3225
2S+1: 1

CARTESIAN COORDINATES (ANGSTROEM)
C 1.1135 1.1129 0.3744
C 1.0763 -0.2507 -0.0909
C 0.2022 1.6371 -0.4819
C 1.7049 -1.3782 0.0872
C -0.2483 0.3447 -0.5605
C -1.6892 0.0146 0.0996
H 2.6694 -1.3763 0.5864
H -2.0075 0.7127 0.8137
H -0.3073 2.5913 -0.3921
H -1.5401 -0.8705 0.6932
H 1.4269 -2.4153 -0.4177
H -2.4008 -0.1224 -0.7115


Which of them is the most stable? Correct choice: w).


w) DFT (ωB97M-V/def2-TZVPD) results for CH19LiO9 as an isolated structure.

Frontier orbital gap (Ha): 0.3060
2S+1: 1

CARTESIAN COORDINATES (ANGSTROEM)
O -11.7592 -42.6009 0.6590
O -9.1262 -39.0082 -1.3385
O -10.2334 -41.5555 2.3930
O -10.9503 -38.5258 2.7947
O -9.0227 -41.3067 -0.1419
O -13.4044 -38.3069 1.5533
O -8.6326 -36.0393 2.0118
O -12.9274 -38.5489 -1.2006
O -12.7253 -40.0293 4.2915
C -10.4900 -38.6809 1.4947
Li -10.1732 -36.9257 3.3844
H -10.8504 -37.7055 1.2232
H -10.8863 -39.5525 0.9220
H -12.7190 -38.6736 -0.3072
H -9.9866 -41.2472 0.0378
H -10.7813 -40.7186 2.4387
H -9.4536 -38.8665 1.4817
H -8.7411 -35.7612 1.1402
H -13.6988 -37.3593 1.6557
H -13.5603 -39.4204 4.3118
H -10.4585 -41.7863 3.2692
H -9.0238 -39.8574 -1.1258
H -12.5831 -39.3642 -1.4119
H -12.6095 -38.2990 1.9818
H -12.5917 -41.9691 0.7454
H -11.1840 -42.3124 1.4718
H -8.8298 -38.5607 -0.5137
H -8.5863 -41.7467 0.6387
H -11.9021 -39.5005 4.0313
H -7.8138 -36.4815 1.7550


x) DFT (ωB97M-V/def2-TZVPD) results for CH19LiO9 as an isolated structure.

Frontier orbital gap (Ha): 0.3117
2S+1: 1

CARTESIAN COORDINATES (ANGSTROEM)
O -0.5921 -0.2449 -3.5758
O -0.0118 3.1576 2.6316
O -1.8330 -1.9248 -0.1108
O -3.0934 0.6303 0.2216
O 2.1772 -1.6385 3.1556
O 1.6992 -3.0958 0.6489
O -1.5465 1.9552 -1.4818
O 0.3305 -0.0081 -0.9072
O 2.5645 0.5867 -2.2602
C 0.5160 0.3878 0.4756
Li 0.4409 -1.8286 -0.4528
H 2.5024 0.0516 -3.0216
H -1.4839 2.7899 -1.5403
H 1.7461 0.7378 -1.9371
H -0.1037 2.3456 1.9199
H -3.3313 1.4431 0.7281
H -0.4910 -0.0489 -2.6702
H 1.3522 -0.2489 0.8547
H -0.6330 2.9412 3.3685
H 2.2996 -2.7947 1.3836
H -2.2604 -0.9516 -0.0703
H -2.1281 -2.3522 -0.8169
H -2.7636 1.0425 -0.5625
H 2.3412 -3.7063 0.2843
H -0.7852 1.5380 -1.0992
H -1.1416 0.3790 -3.8006
H 2.3649 -1.2564 4.0881
H -0.3911 0.2748 1.0221
H 0.9007 1.3556 0.5347
H 1.3543 -1.5168 2.9900


Which of them is the most stable? Correct choice: x).


w) DFT (ωB97M-V/def2-TZVPD) results for CH6N3O as an isolated structure.

Charge: +1
Frontier orbital gap (Ha): 0.4126
2S+1: 1

CARTESIAN COORDINATES (ANGSTROEM)
O 2.1736 0.1298 -0.0867
N -1.3175 -0.8838 -0.1319
N -0.2954 1.2251 0.0812
N 1.3303 -0.8816 0.0875
C -0.3694 -0.0350 0.1258
H -2.2954 -0.8123 -0.3628
H 1.3683 -0.8195 1.0820
H -1.2098 -1.8598 -0.1092
H 2.5246 0.0830 -0.9768
H 0.6849 1.5267 0.2134
H -1.2037 1.5829 0.3158


x) DFT (ωB97M-V/def2-TZVPD) results for CH6N3O as an isolated structure.

Charge: +1
Frontier orbital gap (Ha): 0.3734
2S+1: 1

CARTESIAN COORDINATES (ANGSTROEM)
O -0.1858 0.3421 -1.6252
N -1.0105 0.5378 0.6617
N -0.3529 -0.9694 -1.1128
N 1.3184 0.2631 0.3207
C 0.1024 0.1559 -0.3326
H -0.6432 0.1871 1.6448
H 2.1197 -0.0133 -0.2946
H -1.9930 -0.2604 0.4496
H 1.3831 -0.2126 1.2204
H 0.4509 -1.5536 -1.5888
H -1.1891 1.5232 0.6566


Which of them is the most stable? Correct choice: w).


w) DFT (ωB97M-V/def2-TZVPD) results for C2H3N3O3 as an isolated structure.

Frontier orbital gap (Ha): 0.3122
2S+1: 1

CARTESIAN COORDINATES (ANGSTROEM)
O -1.3812 -2.0027 -0.0242
O 1.0960 1.7333 -0.3673
O 1.4228 0.6881 1.7270
N -0.0286 1.8381 -1.1441
N 1.4455 0.4539 0.2057
N -0.2228 -1.4795 0.3716
C -0.5169 0.5918 -1.0306
C 0.2940 -0.3745 -0.2161
H -0.9166 -3.1730 0.1615
H 0.4557 1.1627 1.7441
H -1.6478 0.5617 -1.4276


x) DFT (ωB97M-V/def2-TZVPD) results for one molecule with the formula C2H3N3O3.

SMILES: O/N=c1/cnon1O
Frontier orbital gap (Ha): 0.3276
2S+1: 1

CARTESIAN COORDINATES (ANGSTROEM)
O 1.8820 0.3932 -0.5742
O -2.3132 0.1908 -0.1584
O 0.3790 1.6693 0.5717
N 2.1240 -0.7369 0.0043
N -1.3779 -0.8516 -0.0994
N 0.3368 0.6902 -0.5646
C 0.9443 -1.2545 0.2709
C -0.1811 -0.4436 -0.0928
H 0.8412 -2.1178 0.9346
H 0.6549 2.6576 0.0534
H -3.2899 -0.1967 -0.3455


Which of them is the most stable? Correct choice: x).